ORCA calculation (ωB97M-V with the def2-TZVPD basis set) on a molecular structure, C47H43FeN6OP2S4.

CARTESIAN COORDINATES (ANGSTROEM)
1 Fe 0.52695 0.09207 0.11894
2 S -1.47878 -0.58427 -1.02588
3 P -2.27725 -2.11237 -0.00904
4 C -0.97020 -3.11695 1.03336
5 P -0.35536 -2.49406 2.68457
6 S 0.03191 -0.53628 2.38991
7 C -1.50307 -2.81393 4.08208
8 C -1.88536 -4.10426 4.51098
9 C -2.73907 -4.30094 5.62784
10 C -3.22174 -3.18841 6.30001
11 C -2.83254 -1.95373 5.91308
12 C -1.96560 -1.69713 4.85926
13 C 1.15437 -3.36766 2.93934
14 C 1.06495 -4.77665 2.68147
15 C 2.08997 -5.61621 2.95535
16 C 3.31261 -5.04551 3.36586
17 C 3.36691 -3.67579 3.65963
18 C 2.34674 -2.79818 3.40683
19 C -3.57114 -1.77745 1.20671
20 C -4.01791 -2.90912 1.95649
21 C -4.95190 -2.74180 2.96740
22 C -5.25865 -1.41357 3.35983
23 C -4.85494 -0.30232 2.61484
24 C -3.98969 -0.49678 1.57685
25 C -3.02799 -3.23510 -1.26039
26 C -3.19414 -4.56072 -0.86433
27 C -3.58514 -5.44411 -1.85770
28 C -3.68751 -5.07084 -3.19809
29 C -3.56314 -3.73683 -3.56681
30 C -3.21795 -2.81709 -2.55569
31 H -1.50909 -4.96735 3.97086
32 H -3.00506 -5.28136 5.93303
33 H -3.94014 -3.26602 7.15847
34 H -3.12898 -1.07088 6.49897
35 H -1.69428 -0.69980 4.54102
36 H 0.14120 -5.30492 2.53150
37 H 1.99165 -6.71113 2.84885
38 H 4.13297 -5.71014 3.70028
39 H 4.30786 -3.38720 4.03271
40 H 2.30571 -1.76665 3.63078
41 H -3.61881 -3.90584 1.72846
42 H -5.31049 -3.59744 3.50432
43 H -5.99076 -1.27894 4.12936
44 H -5.18505 0.68484 2.90690
45 H -3.74767 0.32489 0.85826
46 H -3.04416 -4.92226 0.10353
47 H -3.64167 -6.46954 -1.59218
48 H -3.88871 -5.74645 -3.96018
49 H -3.72900 -3.38910 -4.54198
50 H -3.01565 -1.71542 -2.85891
51 S 0.70330 2.43452 0.70703
52 C 0.83484 3.15883 -0.82333
53 N 0.38567 4.37717 -1.02300
54 C 0.73956 5.13460 -2.24606
55 C 2.10680 4.87793 -2.68124
56 N 2.20890 3.43753 -2.78053
57 C 2.87592 2.95163 -4.00974
58 C 2.01659 2.83028 -5.20263
59 C 2.57259 2.35731 -6.38788
60 C 1.76524 2.17908 -7.53518
61 C 0.38696 2.40682 -7.47572
62 C -0.20247 2.74170 -6.23641
63 C 0.64058 3.02491 -5.17344
64 C 1.54489 2.55490 -1.97813
65 S 1.58118 0.91684 -2.16590
66 C -0.56643 5.11310 -0.14978
67 C 0.19259 6.33723 0.39179
68 C 1.30642 6.23368 1.23059
69 C 2.14565 7.28554 1.50846
70 C 1.80613 8.53200 0.92059
71 C 0.69401 8.71127 0.14520
72 C -0.14842 7.58682 -0.11880
73 H 0.42541 6.12518 -2.05248
74 H 0.06024 4.82924 -3.08381
75 H 2.89569 5.35184 -2.12764
76 H 2.18340 5.14491 -3.75947
77 H 3.33103 2.00216 -3.76375
78 H 3.72295 3.60908 -4.09628
79 H 3.62747 2.10156 -6.38808
80 H 2.13410 1.64078 -8.38528
81 H -0.19288 2.27484 -8.42070
82 H -1.28769 2.89248 -6.17927
83 H 0.14479 3.27870 -4.21942
84 H -0.95067 4.47432 0.61667
85 H -1.34262 5.43238 -0.81852
86 H 1.46925 5.23931 1.60675
87 H 3.01678 7.19425 2.16414
88 H 2.40836 9.37718 1.14125
89 H 0.50524 9.66132 -0.31044
90 H -0.97717 7.74370 -0.79045
91 O -0.37290 -4.32243 -0.80318
92 N -0.34948 -4.04617 0.40139
93 N 6.02087 -0.99975 0.07138
94 C 4.71740 -1.40487 0.07016
95 C 3.60237 -0.56596 0.22070
96 N 2.37218 -0.98925 0.01099
97 C 2.18384 -2.26689 -0.36654
98 C 3.26391 -3.13954 -0.38166
99 N 4.48679 -2.72021 -0.15034
100 H 6.42695 -0.17572 0.40097
101 H 6.69365 -1.75041 -0.02382
102 H 3.70772 0.44547 0.62375
103 H 1.22432 -2.62407 -0.61510
104 H 3.08296 -4.22039 -0.50456

## Properties
⟨S²⟩: 8.776
Total charge: +2
Molar mass (g mol⁻¹): 954.0
DFT total energy (a.u.): -5759.254350
2S+1: 6
LUMO (spin up / spin down) (eV): -5.59 / -6.42